[1]
Formula: C4H9N
Source: OMol25
Level of theory: the ωB97M-V functional and the def2-TZVPD basis

```
14
Properties=species:S:1:pos:R:3:forces:R:3:mulliken_charge:R:1
C -0.28747 0.55017 0.25870 0.63 -1.45 -0.63 -0.22
C 0.94330 0.23432 -0.63092 0.76 -0.10 -0.41 -0.45
C 0.08528 -0.85996 -1.37576 -0.34 -1.20 0.11 -0.56
C -0.67808 -0.95242 -0.00902 -1.03 -0.16 0.54 -0.55
H 0.28054 0.32414 2.24988 -0.46 0.77 -0.84 0.24
H -0.88279 1.61848 1.98240 2.79 -1.99 -1.15 0.26
H -0.94049 1.25084 -0.26685 -0.06 -0.20 0.01 0.37
H 1.34292 1.11614 -1.22191 0.04 -1.28 0.77 0.30
H 1.70101 -0.33922 0.04932 -0.95 1.39 -1.42 0.19
H 0.51016 -1.84793 -1.79591 -0.21 1.68 0.91 0.28
H -0.58549 -0.49387 -2.17472 0.44 0.31 0.44 0.25
H -0.01729 -1.56873 0.65089 -0.75 0.35 -0.23 0.22
H -1.77341 -1.27325 0.12487 1.58 0.33 -0.49 0.31
N -0.00190 1.05438 1.56343 -2.44 1.55 2.40 -0.62
```
Positions in Å, forces in eV/Å.

Gap between HOMO and LUMO ... 10.106 eV
LUMO ... 0.0442 Ha
Relative energy (zero: lowest compared OMol25 entry of this formula, charge and spin) ... 1.2823 eV
Calculated total energy ... -212.50405 hartree
Structure (SMILES) ... NC1CCC1

[2]
Formula: C5H8O3
Source: OMol25
Level of theory: the ωB97M-V functional and the def2-TZVPD basis

```
16
Properties=species:S:1:pos:R:3:forces:R:3:mulliken_charge:R:1
C -1.44824 -1.06396 -0.35249 -0.02 1.38 -1.51 -1.51
C -0.16943 -0.25295 0.06701 -2.83 -0.04 -0.05 1.59
C -0.03700 -0.26304 1.54870 -0.25 1.73 0.53 -0.77
C 0.74891 1.30150 -1.32472 -0.34 0.41 1.22 -0.18
C 1.44861 0.17979 -1.38915 -0.06 0.20 0.19 -0.41
H -2.21397 -0.97661 0.41758 0.20 -0.36 0.16 0.33
H -1.94258 -0.57131 -1.24923 0.85 -0.67 0.78 0.32
H -1.19041 -2.09879 -0.60596 -0.14 0.25 0.27 0.34
H -0.99012 -0.12850 2.08458 0.18 -0.72 -0.18 0.38
H 0.58369 -1.07215 1.76676 -0.02 -2.15 0.82 0.31
H 0.49155 1.51955 1.45955 -0.92 2.73 -1.37 0.32
H 0.86675 2.37336 -1.53790 0.14 -1.03 -0.67 0.35
H 2.28587 -0.10839 -1.97168 0.48 -0.12 -0.24 0.41
O 0.80906 0.78141 1.89046 1.86 -1.21 2.23 -0.53
O -0.23734 1.11508 -0.35844 -0.75 0.28 -0.23 -0.49
O 0.99464 -0.73501 -0.44507 1.64 -0.67 -1.94 -0.44
```
Positions in Å, forces in eV/Å.

Gap between HOMO and LUMO ... 9.319 eV
LUMO ... 0.0350 Ha
Relative energy (zero: lowest compared OMol25 entry of this formula, charge and spin) ... 2.5152 eV
Calculated total energy ... -420.96363 hartree
Structure (SMILES) ... CC1(CO)OC=CO1

[3]
Formula: C6H8O2
Source: OMol25
Level of theory: the ωB97M-V functional and the def2-TZVPD basis

```
16
Properties=species:S:1:pos:R:3:forces:R:3:mulliken_charge:R:1
C -0.61665 1.17820 -0.12620 2.61 2.36 3.76 -0.75
C 1.06704 0.91793 0.00229 -1.18 3.36 2.56 -0.65
C 1.06571 -0.44284 -0.37948 1.62 -0.51 2.12 -0.19
C 0.41093 -1.43642 0.43601 1.85 1.94 3.48 -0.15
C -1.02087 -1.28383 -0.35112 1.64 -0.68 1.24 -0.09
C -1.33459 -0.09438 0.39205 -0.44 3.44 1.14 -0.03
H -0.59829 2.27975 0.33782 -1.22 -2.64 -0.15 0.30
H -0.84017 1.38303 -1.07267 -0.87 0.46 -4.26 0.43
H 1.73342 1.57579 -0.56608 -0.81 0.04 -0.79 0.37
H 1.39262 1.28381 1.05635 -0.74 -1.53 -1.23 0.31
H 0.83413 -0.51180 -1.35149 -0.80 -0.17 -3.84 0.45
H 0.65607 -0.96404 1.61271 -1.92 -2.08 -3.20 0.25
H -0.84473 -1.37356 -1.40733 0.08 0.35 -0.29 0.38
H -1.40260 -0.07222 1.51235 0.53 -0.55 -1.11 0.32
O 1.86086 -1.47721 -0.00157 0.56 -3.08 0.24 -0.49
O -2.36288 -0.96222 -0.09364 -0.91 -0.71 0.32 -0.44
```
Positions in Å, forces in eV/Å.

Gap between HOMO and LUMO ... 10.309 eV
LUMO ... 0.0345 Ha
Relative energy (zero: lowest compared OMol25 entry of this formula, charge and spin) ... 9.1236 eV
Calculated total energy ... -383.57483 hartree
Structure (SMILES) ... C1C[C@H]2O[C@@H]2[C@H]2O[C@H]12

[4]
Formula: C14H48NO14P3S2
Source: OMol25
Level of theory: the ωB97M-V functional and the def2-TZVPD basis

```
82
Properties=species:S:1:pos:R:3:forces:R:3:mulliken_charge:R:1
C 2.48617 -0.55937 1.04138 -0.14 -0.05 -0.16 -0.94
N 1.18794 -0.41275 1.69998 0.29 0.13 0.40 0.16
C 0.90743 0.96282 2.11635 0.02 -0.17 -0.06 -1.70
C -0.03231 1.73232 1.16114 0.13 -0.02 -0.21 1.03
C 0.76982 2.58672 0.13628 -0.23 -0.08 0.15 -1.45
S 0.68447 2.21674 -1.61011 0.16 0.22 -0.06 1.24
O 1.96749 1.68366 -1.97849 0.17 -0.10 -0.05 -0.65
O 0.15473 3.33056 -2.32407 0.09 -0.12 0.00 -0.73
O -0.37171 1.05244 -1.78923 -0.36 0.17 0.26 -0.54
C -0.52805 0.08848 -0.70404 0.01 0.19 -0.11 1.32
P -1.46979 -1.26455 -1.53949 0.10 -0.39 0.12 0.13
S -1.19363 -3.06759 -0.85426 -0.16 0.11 0.14 -0.41
C -1.10882 0.84360 0.49941 -0.01 -0.05 -0.16 -0.72
P -1.96317 -0.08673 1.87183 0.43 0.13 0.45 -0.24
P -4.04814 -0.04275 1.23232 -0.06 0.00 -0.28 1.01
O -4.32308 0.89913 0.13596 0.11 -0.11 -0.04 -0.65
O -4.82746 0.35741 2.58256 -0.05 0.19 -0.06 -0.53
O -4.52757 -1.52535 0.94048 -0.11 -0.11 0.27 -0.44
H 3.32269 -0.20565 1.65824 0.00 0.02 -0.01 0.47
H 2.64795 -1.61040 0.79636 0.01 0.02 0.01 0.37
H 2.51021 -0.00405 0.09788 -0.01 0.03 0.08 0.05
H 1.20411 -0.99656 2.52934 -0.10 -0.14 -0.08 0.16
H 1.84164 1.52804 2.23848 -0.06 0.09 0.03 0.43
H 0.44003 0.93746 3.10275 -0.07 -0.06 -0.08 0.57
H -0.58666 2.44295 1.77414 0.12 0.07 -0.03 0.05
H 1.83314 2.51671 0.35783 0.04 0.13 -0.10 0.57
H 0.46448 3.63136 0.18103 -0.02 -0.02 0.01 0.40
H 0.44434 -0.34550 -0.47698 -0.03 -0.10 0.11 -0.75
H -0.99567 -1.10043 -2.84884 -0.05 0.15 -0.03 0.05
H -2.78805 -0.79465 -1.60711 -0.06 0.12 0.04 0.15
H -1.87911 1.51318 0.09983 -0.05 -0.11 -0.03 0.93
H -1.60780 -1.41791 1.60972 -0.21 -0.14 -0.23 0.01
H -5.40382 1.11117 2.37749 0.04 -0.18 0.13 0.32
H -4.58059 -2.11151 1.71947 0.14 -0.07 -0.44 0.31
C -1.73902 5.32756 3.19941 -0.06 0.01 0.00 -0.53
O -1.87396 4.04292 2.59092 -0.05 0.01 0.04 -0.39
H -0.89145 5.81788 2.72640 0.02 -0.02 0.00 0.25
H -2.62548 5.94439 3.04120 0.02 0.02 -0.01 0.13
H -1.54236 5.24035 4.27090 0.03 0.01 0.00 0.29
H -2.62372 3.59772 2.99715 0.02 -0.01 -0.03 0.22
C -5.12775 6.25785 1.46312 0.03 0.04 0.00 -0.54
O -4.44388 7.36355 2.03978 -0.04 -0.04 0.05 -0.53
H -4.39068 5.68432 0.90504 0.00 -0.01 0.00 0.20
H -5.56947 5.61176 2.22776 -0.01 -0.01 -0.01 0.25
H -5.91167 6.58107 0.77417 0.00 -0.02 -0.01 0.32
H -5.07783 7.88922 2.53573 0.02 0.01 -0.03 0.30
C 2.16482 -3.98489 3.24206 -0.03 0.02 0.01 -0.54
O 1.53674 -2.85101 3.83137 0.03 0.07 -0.01 -0.50
H 2.16773 -3.82349 2.16647 -0.01 -0.01 -0.01 0.18
H 3.19618 -4.09718 3.58541 0.00 0.00 -0.02 0.28
H 1.61191 -4.90275 3.45358 0.00 -0.01 -0.02 0.29
H 1.50847 -2.97811 4.78364 -0.02 0.02 -0.02 0.28
C -4.13860 -5.54818 1.16490 0.06 0.17 0.03 -0.63
O -3.58003 -4.26348 1.41891 -0.23 -0.08 0.08 -0.39
H -4.63612 -5.86904 2.07743 -0.01 -0.02 0.01 0.24
H -4.87346 -5.51935 0.35575 0.00 0.00 0.01 0.28
H -3.36370 -6.27579 0.91428 0.01 -0.03 0.00 0.24
H -3.13683 -3.96473 0.61570 0.16 0.15 -0.06 0.21
C 3.62754 -1.11599 -2.45167 -0.05 0.29 -0.09 0.17
O 3.59388 -0.06776 -3.42351 0.01 -0.16 0.07 -0.62
H 4.19587 -1.94015 -2.87367 -0.02 -0.02 -0.02 0.37
H 4.10667 -0.78346 -1.52533 0.01 -0.05 -0.02 -0.26
H 2.62163 -1.47477 -2.22464 0.05 -0.12 0.11 -0.07
H 3.06176 0.64855 -3.05126 -0.06 0.05 -0.02 0.60
C 1.40817 -0.54590 -6.01619 -0.06 -0.05 -0.04 -0.71
O 1.05701 -1.23010 -4.82045 -0.11 0.13 0.22 -0.48
H 0.74835 -0.90987 -6.80140 0.00 0.01 0.00 0.26
H 1.27165 0.53341 -5.91383 0.00 0.00 -0.01 0.26
H 2.44374 -0.74798 -6.29731 0.00 0.01 0.00 0.27
H 1.65505 -0.90045 -4.13723 0.20 -0.04 -0.10 0.29
C 6.14766 1.01759 -0.38996 -0.06 -0.06 -0.15 -0.52
O 5.25932 1.98474 -0.92469 -0.03 -0.03 0.10 -0.50
H 6.68305 1.46618 0.44422 -0.06 0.10 -0.01 0.28
H 5.60623 0.14066 -0.02068 0.07 -0.04 0.04 0.17
H 6.88100 0.69600 -1.13464 0.02 -0.06 0.03 0.27
H 4.80468 1.58942 -1.67710 0.01 0.06 -0.02 0.30
C 1.31489 -4.89265 -3.23581 -0.05 0.08 0.02 -0.64
O 1.55233 -3.51267 -3.02064 -0.03 -0.09 0.03 -0.24
H 2.09001 -5.44083 -2.70340 0.01 -0.01 0.00 0.25
H 0.34053 -5.20268 -2.84696 -0.01 0.00 0.02 0.22
H 1.37226 -5.15035 -4.29749 0.01 -0.02 0.00 0.26
H 0.88611 -3.01159 -3.50585 0.13 -0.01 -0.15 0.19
```
Positions in Å, forces in eV/Å.

Gap between HOMO and LUMO ... 9.149 eV
LUMO ... 0.0086 Ha
Relative energy (zero: lowest compared OMol25 entry of this formula, charge and spin) ... 0.0000 eV
Calculated total energy ... -3490.71334 hartree
Structure (SMILES) ... CNC[C@H]1CS(=O)(=O)O[C@H]([PH2]=S)[C@H]1PP(=O)(O)O.CO.CO.CO.CO.CO.CO.CO.CO

[5]
Formula: CH4N4O
Source: OMol25
Level of theory: the ωB97M-V functional and the def2-TZVPD basis

```
10
Properties=species:S:1:pos:R:3:forces:R:3:mulliken_charge:R:1
C -0.86750 -1.42430 0.98383 1.47 -0.37 0.56 0.52
N 1.54830 0.44615 -1.25440 2.84 -2.60 0.99 -0.73
N 0.85289 0.91547 -0.31322 -2.66 2.83 -3.53 0.62
N -1.97839 -1.41541 1.38433 -3.67 0.39 -0.24 -0.41
N -0.12792 1.71190 -0.65038 0.26 -0.13 2.10 -0.67
O 0.27820 -1.51657 0.89263 1.59 0.02 -0.74 -0.41
H 2.27233 -0.24945 -0.88546 -1.20 1.30 -0.30 0.24
H 0.90596 0.89273 0.68598 0.71 -0.93 0.82 0.26
H -2.79897 -1.19354 0.81534 0.53 -0.13 0.51 0.30
H -0.08490 1.83301 -1.65865 0.12 -0.36 -0.16 0.30
```
Positions in Å, forces in eV/Å.

Gap between HOMO and LUMO ... 9.342 eV
LUMO ... 0.0202 Ha
Relative energy (zero: lowest compared OMol25 entry of this formula, charge and spin) ... 1.4578 eV
Calculated total energy ... -334.66624 hartree